1.
83
Properties=species:S:1:pos:R:3 method="wB97M-V/def2-TZVPD" total_charge=+1 homo_lumo_gap_ev=8.33
H 1.12 -5.83 1.68
N 0.49 -2.40 2.36
H -3.59 1.51 -3.00
N 1.99 -4.13 0.46
H -1.78 2.75 0.79
H 0.11 2.80 -4.72
H 3.19 -5.86 0.37
C 0.66 3.01 0.08
H 1.53 3.33 0.66
C -1.21 2.17 1.52
H 4.83 -1.23 1.08
O 0.08 1.89 0.85
H -0.19 -4.93 0.59
C 0.46 -1.91 3.64
C -1.01 2.89 2.84
H 2.03 0.41 -1.09
C -3.06 -2.80 -2.61
H -1.69 -2.86 1.22
H -3.67 3.50 -4.29
C 2.33 0.67 2.30
H -2.87 -0.48 -2.02
H -0.52 3.86 2.73
Si 3.61 0.97 0.99
O -1.99 2.54 -2.10
C -3.95 3.59 -3.22
H -1.73 1.21 1.64
H 0.58 -2.91 5.62
C 4.00 -3.94 -0.46
C 5.05 -0.19 1.34
C -0.25 4.18 -0.24
H -0.42 2.28 3.53
C 0.65 -4.12 3.78
La 0.78 -0.47 0.90
H 1.89 1.54 2.82
C 3.10 -4.80 0.16
H -2.26 -3.54 -2.76
H -5.04 3.53 -3.14
H 0.73 -5.16 4.07
B 0.78 -4.74 1.26
H -2.97 -4.05 0.94
C -0.52 3.22 -3.92
Si -3.14 -2.23 -0.80
N 0.60 -3.79 2.48
H 5.25 2.83 0.73
H -2.83 -1.95 -3.27
H 3.73 -1.77 -0.89
H 2.67 -0.05 3.08
C -3.39 2.43 -2.41
H -1.30 3.86 -4.35
H 0.09 3.84 -3.25
H -0.62 4.71 0.65
C 4.20 2.76 1.06
C 3.05 0.74 -0.82
H -4.01 2.30 -1.52
H -1.86 1.52 -3.90
H -0.42 1.33 -2.93
H 5.94 0.13 0.78
H 4.99 -4.17 -0.81
H 3.59 3.41 0.41
H 3.18 1.73 -1.29
H 4.12 3.14 2.09
H -2.51 0.21 -0.38
H -1.55 -4.03 -0.10
H 3.75 0.05 -1.32
H 1.01 2.56 -0.85
C 3.36 -2.70 -0.47
C -2.31 -0.60 -1.08
H -1.23 -0.72 -1.25
H 5.27 -0.15 2.41
N 2.14 -2.78 0.12
C -1.19 2.07 -3.21
H -3.61 4.58 -2.89
C 0.56 -2.97 4.55
H -4.02 -3.22 -2.94
H -5.16 -0.78 -0.73
C -4.82 -1.65 -0.15
C -2.27 -3.38 0.43
H -1.08 3.87 -0.89
H 0.41 -0.84 3.83
H 0.37 4.88 -0.83
H -5.56 -2.46 -0.23
H -1.97 3.07 3.33
H -4.73 -1.34 0.91

=====

2.
95
Properties=species:S:1:pos:R:3 method="wB97M-V/def2-TZVPD" total_charge=0 s_squared=0.76 homo_lumo_gap_ev="7.61 / 7.65" multiplicity=2
H 19.79 -1.40 -7.18
H 14.11 -4.47 -11.08
H 13.01 -14.24 -3.36
H 13.62 -11.11 -1.97
O 15.98 -9.86 -3.53
H 12.60 -10.93 -7.94
C 18.20 -14.66 -4.62
N 19.93 -9.94 -0.72
H 17.11 -6.55 0.50
H 22.74 -8.25 -5.48
C 10.84 -10.07 -7.38
H 12.97 -9.87 -0.29
O 15.65 -8.76 -5.37
H 22.80 -8.94 -0.18
C 15.96 -9.75 -4.73
O 11.33 -13.27 -1.44
H 12.47 -10.38 -6.36
O 20.28 -7.70 -0.63
H 15.76 -14.05 -1.02
H 11.39 -10.63 -0.23
H 10.37 -10.44 -5.29
H 8.96 -10.09 -6.20
O 14.90 -7.24 -9.91
H 12.68 -5.58 -11.31
H 18.66 -13.93 -5.29
C 15.41 -13.97 -10.66
N 12.81 -11.52 -1.53
O 17.53 -15.97 -2.25
N 19.59 -3.60 -7.55
H 20.48 -2.58 -5.85
C 17.33 -14.78 -2.33
O 18.17 -5.33 -7.63
H 14.26 -6.37 -7.77
H 17.20 -12.99 -1.01
H 19.05 -9.85 -1.20
C 16.05 -6.78 0.34
C 20.60 -8.86 -0.34
O 20.40 -9.12 -6.93
C 15.57 -5.67 -0.63
H 15.54 -6.58 1.28
H 15.84 -13.09 -7.47
C 15.63 -13.14 -9.34
N 11.99 -10.55 -7.23
C 16.84 -14.00 -1.17
C 21.16 -9.47 -6.04
C 17.67 -3.78 -5.98
O 15.89 -11.93 -9.38
C 12.70 -13.19 -3.37
H 19.12 -15.09 -4.24
H 23.27 -9.92 -6.20
H 17.09 -2.90 -6.28
H 10.22 -8.80 -5.80
H 17.38 -13.13 -3.61
O 15.33 -4.53 -0.26
H 13.38 -5.00 -8.31
H 15.26 -15.04 -10.53
C 18.56 -4.33 -7.11
H 15.28 -5.33 -2.65
H 13.67 -12.80 -3.66
N 17.62 -14.09 -3.41
Cu 17.10 -8.91 -8.03
C 10.02 -9.82 -6.12
H 12.92 -11.48 0.38
C 14.28 -6.19 -9.80
H 16.33 -13.93 -11.25
H 21.54 -10.42 -4.37
H 16.82 -4.46 -5.91
H 15.68 -6.96 -2.03
H 17.29 -14.64 -0.40
H 21.94 -8.72 1.35
H 11.90 -12.95 -4.07
H 19.87 -3.81 -8.50
N 14.05 -5.73 -8.52
C 12.25 -12.66 -2.00
C 22.58 -9.07 -6.18
H 20.26 -10.85 -0.44
H 21.94 -10.30 0.43
H 14.54 -13.61 -11.21
H 18.28 -3.66 -5.09
N 15.53 -13.71 -8.20
H 14.09 -6.06 -11.88
H 21.07 -2.11 -7.50
H 19.94 -10.74 -5.06
H 15.21 -14.65 -7.99
C 12.45 -10.83 -0.36
C 20.20 -2.36 -6.88
O 16.56 -10.54 -5.50
H 17.48 -15.36 -5.04
N 20.87 -10.35 -5.13
H 22.74 -8.65 -7.18
H 15.82 -7.80 0.06
N 15.58 -5.96 -1.91
C 13.72 -5.49 -11.03
C 21.90 -9.21 0.38
O 10.32 -9.91 -8.45

=====

3.
84
Properties=species:S:1:pos:R:3 method="wB97M-V/def2-TZVPD" total_charge=+1 homo_lumo_gap_ev=6.63
H 2.78 -5.22 -2.32
H 1.94 1.53 -1.88
H -10.22 -4.37 -2.06
H -6.73 -1.16 2.79
H 4.81 2.90 -0.28
C -2.45 2.60 -0.04
C -10.11 -3.35 -1.69
H 9.18 -0.18 3.10
C 0.27 1.73 -0.51
C -4.08 4.68 -3.10
C -3.21 -5.09 4.36
H -5.06 -0.58 2.63
H -0.81 -0.23 -0.96
H 2.45 2.35 1.07
H -2.61 -5.24 3.46
C 2.27 -4.70 -3.13
H 3.26 3.67 -1.02
C 11.71 2.63 0.61
C 11.01 3.98 0.56
H -3.95 -5.89 4.38
H 0.92 -3.03 -1.73
Br 1.84 -0.76 -0.83
C -0.90 0.84 -0.64
H -3.14 -2.94 4.28
H 7.22 1.40 3.06
H 2.47 -5.24 -4.07
H -9.56 -3.92 0.32
H 4.00 2.11 -1.67
H -2.71 5.39 -4.60
H -6.71 -1.85 0.38
O 7.02 1.33 1.01
H -11.09 -2.96 -1.42
N -2.19 1.29 -0.40
O -4.72 -3.62 3.17
C -3.89 -3.73 4.33
H 0.88 3.86 -0.03
H 0.27 -4.08 -3.68
H -2.91 3.64 -4.59
C 0.78 -4.61 -2.86
C -9.17 -3.30 -0.50
H 12.34 2.55 1.49
C -1.37 3.56 0.11
H -4.97 4.78 -3.72
O -1.68 4.41 -3.13
H 6.37 0.62 1.06
H 0.35 -5.61 -2.78
C 1.71 1.22 -0.81
C 0.02 3.15 -0.12
C -2.84 4.52 -3.95
H -3.01 0.67 -0.52
H -3.99 -1.02 0.52
C 8.54 -0.11 2.22
H 10.39 4.13 1.45
H 2.71 -3.70 -3.20
H -2.57 -5.18 5.24
C -6.00 -0.75 2.09
C -5.78 -1.69 0.93
C 7.85 1.24 2.17
H -1.60 4.62 0.37
C 3.80 2.72 -0.74
H 10.97 1.82 0.64
H -6.34 0.22 1.74
O -9.02 -1.96 -0.03
Br 3.97 0.30 0.78
H -3.52 2.90 0.13
H -9.72 -2.73 -2.50
H -8.18 -3.68 -0.77
H -4.00 5.56 -2.46
C 2.85 1.84 0.16
H 12.32 2.48 -0.28
H -4.50 -3.58 5.22
H 9.15 -0.26 1.33
H 7.80 -0.92 2.25
H 9.54 3.36 -0.55
H 11.75 4.78 0.51
H 8.58 2.05 2.12
O -4.81 -1.14 0.02
H -5.42 -2.66 1.28
H -4.20 3.82 -2.44
O 0.54 -3.92 -1.64
H -5.38 -4.32 3.22
O 10.19 4.06 -0.60
H -1.79 3.63 -2.57
H -9.90 -1.64 0.22

=====

4.
96
Properties=species:S:1:pos:R:3 method="wB97M-V/def2-TZVPD" total_charge=0 smiles="COC(=O)OC.COC(=O)OC.COC(=O)OC.COC(=O)OC.COC(=O)OC.COC(=O)OC.CO.CO.CO.CO" homo_lumo_gap_ev=10.22
C 1.62 3.22 -3.44
O -0.01 1.58 0.76
H 2.05 -4.56 6.72
H -3.00 4.27 -1.60
H 1.48 -2.66 -5.08
H -4.67 -1.03 -0.35
H 0.36 -1.57 -5.90
O -0.44 2.56 3.78
O -0.28 -3.65 -0.02
H 4.15 0.82 -3.81
H 1.37 -2.67 -2.28
H -1.02 -2.56 2.43
O 0.05 -0.59 0.07
H -0.98 -5.50 -0.53
H -2.40 -3.27 3.33
C 0.95 -2.19 6.78
C -1.85 -2.37 3.20
H -0.66 0.51 -5.13
C 1.53 3.34 -5.78
C 1.92 3.51 -1.14
H -5.16 0.63 0.14
C 1.24 -1.25 2.23
C 2.51 -3.76 7.20
O 1.67 4.09 -2.41
C -4.30 -0.04 -0.04
H -1.75 4.55 -2.84
H 3.24 -3.27 6.63
O 0.90 -2.51 5.64
O 3.25 -2.72 -3.28
O -1.54 2.98 -4.54
O 1.98 -0.71 -4.91
H -0.18 -0.24 5.48
H -1.54 -4.98 1.04
O -3.25 2.07 4.49
H 2.06 -1.82 -6.50
O 4.69 -1.15 -3.69
H 1.11 -1.59 3.22
H 0.75 -1.93 1.61
H 1.02 3.59 -0.50
H -1.92 -0.78 -4.85
C 3.60 -1.45 -2.95
H 2.12 -4.24 -2.70
O 0.57 0.06 2.16
H 1.72 2.28 -5.60
C 2.31 -3.22 -2.32
O 3.05 -0.75 -2.14
O 1.56 -2.81 7.75
H 0.34 -0.46 -1.96
H -1.35 -1.94 4.12
O 1.77 2.04 -3.43
O -2.60 -1.25 2.72
H 0.62 3.60 -6.29
C 1.40 -1.74 -5.66
H 2.70 4.10 -0.69
H -2.48 2.51 4.15
C -1.76 0.27 -5.06
H -4.87 3.18 3.85
O -2.28 2.51 -2.41
H -2.25 0.53 -5.99
H -0.32 2.30 2.87
H -1.32 3.83 -1.17
H 5.73 0.38 -2.94
C -0.65 -0.59 6.42
H 5.62 0.33 -4.69
C -3.05 -1.28 1.42
C -0.74 -5.01 0.38
O 1.38 3.99 -4.48
H -1.07 -3.09 0.00
C -2.00 2.21 -3.72
H -5.16 1.53 4.02
H -4.24 1.92 2.62
H 3.04 -4.36 8.03
C -4.38 2.23 3.68
H -0.74 4.69 3.74
H 0.47 4.00 4.86
H -1.14 0.24 6.96
C 0.11 3.86 3.86
C -0.39 -0.18 -1.24
H -0.58 0.91 -1.26
O 0.31 -1.13 7.34
H -1.34 -0.70 -1.46
H 2.26 2.48 -1.19
O -2.33 0.96 -3.96
H 0.88 4.00 3.18
C -2.08 3.86 -1.99
C 0.19 0.39 0.92
H 1.37 -0.04 -4.51
H 2.31 -1.28 1.98
H 0.12 -5.50 0.81
H -1.44 -1.40 6.28
H -3.69 0.42 -0.87
H 2.72 -3.21 -1.32
O -2.88 -2.27 0.72
H 2.35 3.81 -6.32
O -3.51 -0.09 1.14
C 5.06 0.21 -3.75

=====

5.
82
Properties=species:S:1:pos:R:3 method="wB97M-V/def2-TZVPD" total_charge=+1 homo_lumo_gap_ev=6.65
H 1.61 0.19 3.27
C 4.05 3.93 0.63
H -5.52 1.50 2.99
H -4.36 -2.80 -4.49
C 4.99 5.04 -4.24
O -6.81 0.01 2.72
C -5.57 0.44 3.24
C 3.48 4.26 2.02
C 4.45 4.67 -5.61
H 2.54 2.71 3.41
C -3.47 -3.29 -4.88
C -2.84 -0.64 -3.67
H -0.62 -5.04 1.98
H 6.02 4.68 -4.13
H -3.64 -4.37 -4.83
H -8.11 -1.48 2.46
H -7.92 -1.15 4.93
H 4.17 4.78 2.69
H -2.33 -5.40 2.20
H -7.53 -2.81 4.46
C -1.97 -3.38 1.56
H -2.33 -3.25 -3.05
H -6.24 -1.68 4.89
H 2.57 4.86 1.98
H -2.29 -0.76 -1.59
O -1.08 -2.28 1.72
C 2.89 -1.47 3.78
H 5.81 2.76 -1.99
H 3.44 2.80 -3.93
H 3.44 5.06 -5.74
H 5.03 1.34 -2.73
O 3.67 -0.37 1.09
C -7.14 -1.36 2.93
H 5.52 2.40 1.13
C -3.19 -0.83 -2.21
H -2.93 -3.01 1.92
H 4.43 3.59 -5.78
H -6.44 -2.01 2.38
B 3.34 0.46 2.10
C 5.27 2.40 -2.87
H 5.93 2.47 -3.72
H -0.11 -3.78 -0.44
H -2.10 -3.61 0.50
H -5.55 0.37 4.33
H -3.65 -1.80 -2.02
H -3.89 -0.07 -1.89
H -1.37 -3.46 -4.50
H 5.02 6.12 -4.13
C 3.15 2.92 2.54
H 3.33 3.08 -2.21
C 4.50 2.48 0.75
H -3.74 -0.68 -4.29
N 3.62 1.95 1.84
H 3.35 -0.23 0.20
H -4.36 -0.19 1.56
C -1.57 -4.62 2.33
H 1.44 -2.94 -0.46
H 4.43 1.89 -0.15
H 0.76 -1.56 1.50
H -2.39 0.34 -3.83
C -7.20 -1.77 4.39
H 4.86 4.59 0.33
C -4.37 -0.29 2.65
C 2.69 0.01 3.43
H -0.06 -2.05 -0.80
C -2.23 -2.93 -4.09
H 5.09 5.11 -6.38
H 2.02 -1.85 4.32
H 3.76 -1.62 4.42
H -3.44 0.14 3.04
O -1.87 -1.56 -4.15
H -1.47 -4.41 3.39
H -3.36 -3.01 -5.93
C 0.25 -2.50 1.29
H 3.25 4.03 -0.11
H 2.96 0.65 4.28
C 3.99 3.20 -3.07
H 3.00 -2.07 2.88
O 4.18 4.59 -3.16
H 0.73 -3.27 1.90
C 0.38 -2.84 -0.19
H -4.37 -1.35 2.89

=====

Number 1: E_tot -1873.603090 Ha. Number 2: E_tot -3904.962563 Ha. Number 3: E_tot -6598.520865 Ha. Number 4: E_tot -2524.647297 Ha. Number 5: E_tot -1325.601152 Ha.